1.
18
Properties=species:S:1:pos:R:3:mulliken_charge:R:1 method="wB97M-V/def2-TZVPD" orbital_gap_ev=7.80 e_above_lowest_kcal_mol=115.9 mol_weight_da=84.162
C -0.80171 -1.50747 0.52248 -0.77
C -0.38086 -1.06962 -0.78338 -0.58
C -0.13233 0.35526 -1.06303 0.71
C -1.08896 1.40004 -0.51198 -1.57
C 1.17121 0.15871 -0.30683 -0.35
C 1.23865 0.19348 1.16573 -1.33
H -1.70824 -1.03660 0.92255 0.23
H 0.02907 -1.10034 1.28508 0.13
H -0.87288 -2.59346 0.62304 0.35
H -0.00024 -1.79291 -1.49859 0.37
H 0.07531 0.54673 -2.11864 0.36
H -0.66715 2.40756 -0.60420 0.37
H -1.32323 1.22486 0.54237 0.35
H -2.03104 1.36861 -1.06850 0.35
H 1.96292 -0.37050 -0.82807 0.35
H 0.70182 0.96339 1.71370 0.34
H 1.74977 1.11495 0.19902 0.33
H 2.08982 -0.26248 1.66188 0.36

2.
18
Properties=species:S:1:pos:R:3:mulliken_charge:R:1 method="wB97M-V/def2-TZVPD" orbital_gap_ev=7.61 e_above_lowest_kcal_mol=158.8 mol_weight_da=84.162
C -1.83843 0.85709 0.22288 -1.33
C -0.88166 -0.06261 -0.45836 0.35
C -1.12477 -1.08417 -1.25425 -0.88
H 0.30798 1.02223 -0.60003 -0.07
H -2.21628 0.41918 1.15237 0.28
H -1.35580 1.81130 0.48703 0.34
H -2.68766 1.10472 -0.42172 0.42
H -2.13010 -1.38515 -1.53239 0.33
H -0.29053 -1.69325 -1.60343 0.35
C 0.96266 0.01425 1.49344 -1.37
C 0.96268 0.05429 -0.01864 1.01
C 1.83998 -0.68094 -0.76474 -1.23
H 1.04895 1.50801 -0.23676 0.10
H 1.96840 0.22778 1.86319 0.41
H 0.66500 -0.98421 1.82080 0.33
H 0.28374 0.73894 1.94534 0.35
H 1.86624 -0.64315 -1.84343 0.38
H 2.61962 -1.22430 -0.25130 0.21

3.
18
Properties=species:S:1:pos:R:3:mulliken_charge:R:1 method="wB97M-V/def2-TZVPD" multiplicity=2 orbital_gap_ev="6.28 / 2.90" e_above_lowest_kcal_mol=63.1 total_charge=+1 mol_weight_da=84.162 s2=0.75
C -0.00156 -2.65303 0.05323 -0.85
C -1.28202 -2.88884 0.64575 0.39
C -1.44643 -2.93431 2.04156 -0.48
H 0.03400 -1.56161 -0.13390 0.25
H 0.89071 -2.91984 0.61293 0.39
H 0.06429 -3.11011 -0.93544 0.33
H -2.14271 -2.91272 -0.02076 0.36
H -2.37217 -2.74167 2.56540 0.31
H -0.55319 -3.21020 2.59101 0.30
C -0.14793 2.19272 -0.59658 -0.84
C 0.85453 3.10079 -1.29425 -0.01
C 2.09054 3.22262 -0.83427 -0.74
H 0.18920 1.90515 0.40037 0.30
H -1.05586 2.73498 -0.32890 0.34
H -0.24959 1.26901 -1.17362 0.15
H 0.45216 3.93277 -1.85895 0.28
H 2.75803 3.91564 -1.34724 0.26
H 2.71982 2.55197 -0.26476 0.27

4.
28
Properties=species:S:1:pos:R:3:mulliken_charge:R:1 method="wB97M-V/def2-TZVPD" multiplicity=2 orbital_gap_ev="7.79 / 3.97" e_above_lowest_kcal_mol=14.0 total_charge=+1 mol_weight_da=351.491 s2=0.75
Ag -2.49214 -2.47539 0.19958 0.73
Cl -1.06664 -0.29971 0.63137 0.08
C -2.84770 1.48040 2.95153 -0.65
N -2.56513 2.66455 3.77569 0.87
O -3.56957 3.11629 4.40004 -0.49
O -1.42421 2.99041 3.95762 -0.49
H -2.00197 0.80654 3.08845 0.14
H -2.86422 1.89234 1.94250 0.33
H -3.76945 0.95337 3.19794 0.32
C 1.37937 1.81040 1.85490 -0.70
N 2.79977 1.93974 2.30556 0.90
O 3.63994 1.99269 1.42195 -0.54
O 2.96429 1.92448 3.48955 -0.51
H 0.85530 1.17160 2.56580 0.33
H 1.40315 1.28460 0.90040 0.23
H 0.88031 2.77798 1.90812 0.32
O -1.26721 -2.98649 -1.81031 -0.53
C -0.38446 -2.69037 -2.57814 0.52
O 0.55946 -3.55250 -3.00370 -0.29
C 1.53308 -2.80745 -3.75864 -0.45
C 1.41520 -1.32061 -3.40365 -0.50
C 0.01701 -1.26185 -2.99118 -0.20
H 1.40189 -3.03107 -4.81736 0.30
H 2.50951 -3.14459 -3.41073 0.32
H 1.66058 -0.58882 -4.17331 0.34
H 2.04414 -1.06451 -2.55103 0.25
H -0.58974 -1.05350 -3.87241 0.28
H -0.22056 -0.52852 -2.22053 0.11

5.
25
Properties=species:S:1:pos:R:3:mulliken_charge:R:1 method="wB97M-V/def2-TZVPD" multiplicity=2 orbital_gap_ev="5.75 / 6.43" total_charge=-1 mol_weight_da=297.368 s2=0.75
Al 0.63561 -1.57010 -1.49109 0.45
Cl 1.17215 0.58630 -1.07203 -0.33
C -0.69643 -1.55873 -2.92562 -1.01
C 2.43095 -2.34310 -1.71201 -0.99
H -0.65588 -2.43222 -3.59725 0.28
H -1.72568 -1.53763 -2.52425 0.23
H -0.59389 -0.66965 -3.57350 0.27
H 2.48774 -3.23096 -2.35903 0.29
H 2.86138 -2.65116 -0.74335 0.23
H 3.13920 -1.61228 -2.14163 0.25
Ti -0.30487 0.22616 0.87103 0.33
C 0.86235 0.36431 2.47103 -0.97
C -0.25130 -1.79891 0.32607 -0.89
H 1.07958 -0.59882 2.95304 0.33
H 1.82654 0.84151 2.23830 0.20
H 0.32436 0.99607 3.20797 0.25
H 0.38944 -2.54047 0.89047 0.19
H -1.25291 -2.31564 0.26817 0.24
Cl -0.78685 4.29701 2.57892 -0.15
C -2.00975 3.67467 1.42823 0.06
Cl -1.93029 4.48928 -0.16648 -0.14
C -1.55025 2.25825 1.15869 0.71
O -2.04817 1.09127 1.48740 -0.70
O -0.40311 2.19514 0.56465 -0.45
H -2.99993 3.83970 1.86227 0.34

6.
20
Properties=species:S:1:pos:R:3:mulliken_charge:R:1 method="wB97M-V/def2-TZVPD" multiplicity=3 orbital_gap_ev="6.64 / 8.87" e_above_lowest_kcal_mol=50.3 mol_weight_da=108.981 s2=2.03
B 0.51391 0.34836 0.44418 0.34
C 0.76293 2.81005 -0.18936 -0.91
C -2.83757 0.75808 -0.50562 -0.31
C 1.00816 1.78014 0.57305 -0.10
C -2.51972 1.01488 0.74137 -0.43
C 2.04362 -1.29044 -0.37808 -0.89
C -0.08657 -2.05125 0.43379 -0.97
N 0.79910 -0.94839 0.14394 -0.02
H 1.14385 3.74665 0.08108 0.32
H 0.73497 2.64787 -1.26418 0.23
H -3.89444 1.17580 -0.82462 0.19
H -2.08575 0.39112 -1.17336 0.24
H 1.51112 2.06877 1.58291 0.14
H -3.13858 1.57329 1.38805 0.29
H 2.74878 -1.21124 0.49913 0.32
H 2.06095 -2.28721 -0.96756 0.26
H 2.46525 -0.55184 -1.11626 0.30
H -1.00650 -1.61817 0.85890 0.35
H -0.17740 -2.78501 -0.42305 0.25
H 0.52838 -2.61515 1.14733 0.39

7.
24
Properties=species:S:1:pos:R:3:mulliken_charge:R:1 method="wB97M-V/def2-TZVPD" orbital_gap_ev=8.16 e_above_lowest_kcal_mol=242.6 mol_weight_da=563.586
Br 1.69404 2.45400 -4.45223 -0.16
C 1.34079 0.71317 -3.64427 -0.47
C -0.00027 0.73283 -2.90070 -0.73
Br -0.60958 -1.07836 -2.17767 -0.22
H 2.19729 0.41204 -3.04109 0.34
H 1.22163 0.11035 -4.54456 0.32
H -0.83227 1.01016 -3.54799 0.42
H -0.04459 1.40728 -2.04557 0.45
Br 2.30923 -1.29948 0.37427 -0.27
C 0.49410 -1.84889 -0.31923 0.11
C -0.36700 -0.73036 0.13479 -0.95
Br -2.25216 -1.05492 -0.37402 -0.20
H 0.25297 -2.83686 0.07304 0.44
H 0.65364 -1.78010 -1.39529 0.22
H -0.08068 0.17014 -0.40855 0.53
H -0.21041 -0.67784 1.21220 0.28
Br -2.95912 0.83016 4.22109 -0.21
C -1.11284 1.18910 3.45184 -0.50
C -0.25557 -0.08178 3.38222 -0.88
Br 1.15769 0.13606 1.98378 -0.11
H -0.69856 1.96349 4.09744 0.40
H -1.26453 1.57523 2.44388 0.30
H -0.83338 -0.97339 3.13879 0.42
H 0.19959 -0.34204 4.33783 0.48

8.
23
Properties=species:S:1:pos:R:3:mulliken_charge:R:1 method="wB97M-V/def2-TZVPD" orbital_gap_ev=7.97 e_above_lowest_kcal_mol=58.6 total_charge=+1 mol_weight_da=240.146
C -1.78037 -1.28244 0.31973 -0.02
C -3.03008 0.21257 0.60110 -0.34
C -0.90711 0.30104 -1.17319 -0.41
C 2.99719 0.81874 0.34144 -0.79
C 0.43318 -1.66269 -0.57218 -0.81
C 1.52925 -1.03058 0.29364 -0.41
N -1.50719 2.24469 0.56501 -0.44
N -0.82233 -0.93452 -0.43542 0.09
O 1.81745 0.25363 -0.20444 -0.31
S -2.31291 1.34864 -0.58348 0.33
Br -4.79626 -0.31489 0.17560 -0.04
H -1.82219 -2.15614 0.94089 0.39
H 0.02231 0.86710 -1.04281 0.36
H -1.07414 0.09681 -2.23482 0.41
H 2.93024 0.88868 1.43074 0.35
H 3.08217 1.81412 -0.08596 0.26
H 3.87435 0.22409 0.06921 0.30
H 0.28321 -2.69848 -0.26777 0.38
H 0.74690 -1.62760 -1.61832 0.33
H 1.20390 -0.97288 1.34334 0.37
H 2.41904 -1.67216 0.24321 0.43
H -1.47747 3.24060 0.37974 0.26
H -1.80914 2.04167 1.51474 0.33

9.
40
Properties=species:S:1:pos:R:3:mulliken_charge:R:1 method="wB97M-V/def2-TZVPD" multiplicity=5 orbital_gap_ev="8.04 / 8.02" mol_weight_da=654.549 s2=6.01
Fe -0.82964 0.20504 1.15089 1.15
I -1.20873 0.67893 3.75497 -0.48
Cl -2.87731 -1.90627 0.30708 1.80
O -3.41591 -2.06321 1.61047 -0.62
O -3.58164 -2.50229 -0.74468 -0.61
O -2.84662 -0.45859 0.15959 -0.75
O -1.46177 -2.20217 0.39756 -0.60
C -1.05272 5.17061 -1.61002 -0.22
C -2.59540 5.18376 -1.55774 -0.38
O -2.93425 4.01342 -0.86696 -0.32
S -1.93043 3.71837 0.39002 0.85
O -1.48078 2.30662 0.56837 -0.12
O -2.51807 4.39171 1.47919 -0.53
O -0.70334 4.63738 -0.30407 -0.35
H -0.69319 6.19401 -1.71717 0.29
H -0.59475 4.48980 -2.32758 0.24
H -2.96835 5.19558 -2.58188 0.32
H -3.06897 6.05632 -1.10778 0.32
C 2.82724 -1.19943 -2.87869 -0.42
C 1.71197 -1.94128 -3.56366 -0.15
O 0.53965 -1.17786 -3.24323 -0.35
S 0.74774 0.17698 -2.22980 0.83
O -0.06044 0.12446 -1.01763 -0.05
O 0.97298 1.35753 -3.05720 -0.55
O 2.19340 -0.51270 -1.72489 -0.32
H 3.24575 -0.36660 -3.44378 0.29
H 3.67086 -1.76952 -2.48960 0.30
H 1.44135 -2.97618 -3.35423 0.27
H 1.87919 -2.02040 -4.63784 0.27
C 0.74392 -3.50583 3.73083 -0.19
C 2.21235 -3.17326 4.12766 -0.31
O 2.84894 -2.73107 2.97857 -0.37
S 1.83187 -2.35658 1.69575 0.97
O 2.38325 -2.77104 0.41593 -0.50
O 1.18006 -1.02982 1.77239 -0.44
O 0.73544 -3.50981 2.27864 -0.35
H 0.00371 -2.87873 4.22778 0.24
H 0.73372 -4.57455 3.94490 0.29
H 2.72672 -3.96324 4.67489 0.30
H 2.19220 -2.31009 4.79296 0.25

10.
25
Properties=species:S:1:pos:R:3:mulliken_charge:R:1 method="wB97M-V/def2-TZVPD" orbital_gap_ev=6.86 e_above_lowest_kcal_mol=0.0 total_charge=+3 mol_weight_da=525.627
I 2.00855 -3.98594 -0.80558 0.40
I -0.78568 -3.90262 -0.03279 0.24
Zr 0.22040 -1.24054 0.77998 0.94
P 0.00239 0.46581 -1.55835 0.80
C -1.58008 0.73831 -2.44309 -1.19
C 0.84769 2.04460 -1.91922 -1.15
H 1.90286 -0.79916 -2.23596 0.40
H 0.84766 -0.24771 -3.55265 0.44
H 0.35099 -1.64510 -2.59585 0.41
C 0.87360 -0.69528 -2.56620 -1.04
H 1.87492 2.02835 -1.54583 0.36
H 0.88803 2.14341 -3.01071 0.45
H -1.29993 0.99658 -3.48419 0.44
H -2.16156 1.57523 -2.01465 0.42
H 0.30909 2.92078 -1.53415 0.40
H -2.15459 -0.19888 -2.44980 0.41
C -1.68605 -0.22507 0.67454 0.28
O -2.81487 0.04369 0.61712 -0.03
Cl 2.23391 -0.00661 0.70084 -0.21
C -0.01415 0.03700 5.27837 -0.92
C 0.04728 0.06094 3.79508 0.54
N 0.13735 -0.16007 2.64271 -0.40
H 0.85366 -0.48686 5.73492 0.33
H -0.88431 -0.48344 5.73875 0.34
H -0.01713 1.02259 5.78674 0.34